Entry 1:
Formula: C35H52P3PmSSb
Source: OMol25
Level of theory: ωB97M-V/def2-TZVPD

The geometry in XYZ format:
```
93
Properties=species:S:1:pos:R:3:lowdin_spin:R:1
Pm -0.96577 -0.25933 -0.60890 4.083
P -2.20238 1.83614 0.84569 -0.012
P -0.14863 -1.57559 2.01293 -0.009
P -3.70937 -2.33281 -0.14587 -0.001
H -1.44602 -1.99102 -7.03258 0.000
C -2.37431 -1.86044 -6.46618 -0.001
C -2.84900 -0.82409 -5.77162 -0.001
H -2.30803 0.12081 -5.66071 0.000
C -1.50547 3.53210 0.84191 -0.002
C -2.48427 1.61538 2.66267 -0.001
C -3.92020 2.08674 0.24707 -0.001
C 0.35742 -3.27343 1.53142 -0.001
C 1.22316 -1.24222 3.16961 -0.002
C -1.37943 -2.05004 3.31628 -0.001
C -5.20863 -2.64643 -1.13469 -0.001
C -4.46241 -1.52658 1.31798 0.000
C -3.22883 -3.96296 0.46276 0.000
H -3.05601 -2.69645 -6.62439 0.000
H -3.89844 -0.85491 -5.45981 0.000
H -0.99668 3.73789 -0.11600 0.000
H -0.78110 3.67284 1.66463 0.000
H -2.34643 4.23591 0.95617 0.000
H -1.53558 1.33283 3.13119 0.000
H -3.21491 0.82562 2.86537 0.000
H -2.83470 2.56957 3.07361 0.000
H -3.97029 1.76720 -0.79850 0.000
H -4.13743 3.15488 0.32029 0.000
H -4.65299 1.50835 0.81965 0.000
H 0.43840 -3.88807 2.43220 0.000
H 1.34009 -3.20921 1.05709 0.000
H -0.34682 -3.73017 0.82737 0.000
H 1.27661 -2.07747 3.87960 0.000
H 1.04190 -0.31816 3.73154 0.000
H 2.14664 -1.19866 2.58121 0.000
H -0.83278 -2.49525 4.15885 0.000
H -2.12422 -2.77408 2.96336 0.000
H -1.89653 -1.16410 3.70178 0.000
H -5.84593 -3.39054 -0.64782 0.000
H -4.91991 -3.02462 -2.11878 0.000
H -5.79263 -1.72240 -1.23699 0.000
H -5.38430 -2.10580 1.53568 0.000
H -4.74549 -0.48018 1.10469 0.000
H -3.78942 -1.56857 2.20100 0.000
H -4.12552 -4.58977 0.51734 0.000
H -2.77279 -3.89674 1.46442 0.000
H -2.51039 -4.41990 -0.23007 0.000
C -1.35138 -1.45005 -3.42478 -0.004
C -1.48786 -2.86965 -3.44597 -0.002
C -0.61087 -3.60516 -4.21846 0.000
C 0.42607 -2.97483 -4.94426 -0.003
C 0.59541 -1.58998 -4.87254 0.000
C -0.23856 -0.82534 -4.05013 -0.002
S -2.69488 -0.52426 -2.78786 -0.024
H -2.82960 -2.12785 -1.39040 -0.001
H -2.33377 -3.32458 -2.92908 0.000
H -0.69345 -4.69752 -4.31831 0.000
H 1.03282 -3.65016 -5.56268 0.000
H 1.36148 -1.03092 -5.45343 0.000
H -0.15127 0.26115 -3.95751 0.000
C 3.34039 2.88926 5.19445 0.000
C 1.97916 2.64594 4.96106 0.000
C 1.54349 2.22825 3.69534 0.000
C 2.45023 2.05822 2.65297 -0.003
C 3.81093 2.31409 2.88004 -0.001
C 4.25692 2.72278 4.14959 0.000
Sb 1.75258 1.38171 0.63557 -0.007
C 2.30697 3.30423 -0.26486 -0.002
C 2.72130 3.31473 -1.60523 0.000
C 3.18305 4.50325 -2.17759 0.000
C 3.14972 5.69967 -1.45264 0.000
C 2.64991 5.70507 -0.13832 0.000
C 2.23332 4.49928 0.44679 0.000
C 3.47488 0.05232 0.25226 -0.001
C 3.72586 -0.27676 -1.09391 0.000
C 4.75015 -1.18160 -1.42343 0.000
C 5.44897 -1.83882 -0.40535 0.000
C 5.15273 -1.56792 0.93609 0.000
C 4.19765 -0.59517 1.25068 0.000
H 3.68508 3.22834 6.17813 0.000
H 1.23910 2.80611 5.75390 0.000
H 0.48385 2.03418 3.53157 0.000
H 4.55591 2.20854 2.08631 0.000
H 5.31858 2.92843 4.31083 0.000
H 2.70682 2.40207 -2.19983 0.000
H 3.60541 4.47441 -3.19553 0.000
H 3.54737 6.62202 -1.88214 0.000
H 2.61367 6.61909 0.45537 0.000
H 1.86830 4.49307 1.48174 0.000
H 3.13437 0.16084 -1.91766 0.000
H 5.00984 -1.34059 -2.47993 0.000
H 6.25871 -2.52580 -0.65310 0.000
H 5.67849 -2.06970 1.74633 0.000
H 4.02199 -0.33664 2.30348 0.000
```

Net charge: +3
2S+1: 5
Total energy (a.u.): -3634.66349



Entry 2:
Formula: C35H53AsBCuN7O2Si2
Source: OMol25
Level of theory: ωB97M-V/def2-TZVPD

The geometry in XYZ format:
```
102
Properties=species:S:1:pos:R:3:mulliken_charge:R:1
Cu 14.01817 -13.06449 6.76641 -1.212
C 13.50559 -10.14110 4.44731 -0.600
C 13.91519 -11.45789 3.93742 0.277
C 14.60982 -11.72989 2.68438 -1.542
C 14.80472 -13.09492 2.73339 0.750
C 15.60381 -13.90943 1.76737 -1.175
N 14.24720 -13.57844 3.84900 1.075
N 13.73557 -12.56129 4.60817 0.416
B 14.19230 -15.03979 4.37740 -0.653
N 15.41629 -15.14421 5.34253 1.378
N 15.56141 -14.32897 6.41204 -0.535
C 16.67385 -14.56647 7.01670 0.672
C 17.06358 -13.80802 8.23034 -0.991
C 17.33735 -15.57905 6.26958 -1.583
C 16.52100 -15.85244 5.17693 0.900
C 16.71372 -16.85722 4.08573 -1.367
N 12.91322 -15.38297 5.18671 1.505
N 13.02934 -16.12353 6.34287 -1.002
C 11.80900 -16.47511 6.67864 0.784
C 11.49756 -17.41701 7.79967 -1.393
C 10.85077 -15.93640 5.80016 -0.626
C 11.55265 -15.26137 4.85587 0.064
C 11.05568 -14.35457 3.79746 -1.231
H 12.45453 -9.85731 4.21494 0.144
H 14.09370 -9.40953 3.91132 0.375
H 13.64473 -9.98508 5.50878 -0.427
H 15.05862 -11.01379 1.98213 0.369
H 15.11004 -14.62073 1.17497 0.250
H 16.30512 -14.44113 2.44103 0.126
H 16.16884 -13.21187 1.15686 0.398
H 14.39964 -15.76817 3.41796 -0.110
H 16.88626 -12.72050 8.09993 -0.110
H 18.16680 -13.94920 8.34943 0.326
H 16.58201 -14.19902 9.11456 0.215
H 18.31705 -15.95930 6.44868 0.408
H 17.72645 -17.25285 4.23116 0.376
H 16.68489 -16.48450 3.08907 0.240
H 15.94404 -17.60956 4.18431 0.257
H 10.47327 -17.76160 7.62178 0.322
H 11.54154 -16.88988 8.77045 0.243
H 12.21620 -18.22900 7.82363 0.340
H 9.79756 -16.04803 5.97269 0.412
H 10.05222 -14.04197 3.99959 0.371
H 11.17965 -14.82632 2.80695 0.231
H 11.69469 -13.46819 3.72731 0.076
C 10.41264 -10.81591 6.19795 -0.424
Si 10.65833 -11.37805 8.06485 0.510
C 9.33557 -12.69196 8.31362 -1.024
C 10.18238 -9.85136 9.17875 -1.201
As 12.76201 -12.19441 8.49247 0.915
Si 13.50201 -10.90686 10.20793 0.441
C 12.67275 -11.55552 11.78628 -1.236
C 13.40365 -9.02572 10.15438 -0.727
C 15.38783 -11.23433 10.41087 -0.856
H 9.37777 -10.84579 5.89278 0.520
H 10.88361 -11.55736 5.53096 -0.169
H 10.91097 -9.88793 5.99510 -0.126
H 8.37507 -12.28031 8.07320 0.386
H 9.19522 -13.05224 9.37512 0.249
H 9.38005 -13.58098 7.66398 0.142
H 9.09571 -9.64912 9.14342 0.342
H 10.69991 -8.95991 8.84163 0.146
H 10.48690 -9.85105 10.18951 0.399
H 11.55671 -11.32033 11.81883 0.240
H 13.15296 -11.27724 12.74819 0.335
H 12.66753 -12.62509 11.81796 0.365
H 12.39641 -8.65267 9.93948 0.115
H 14.14243 -8.56469 9.49716 0.087
H 13.77624 -8.56792 11.11851 0.366
H 15.56262 -12.22100 10.84047 0.297
H 15.86641 -10.48366 11.05435 0.416
H 15.84490 -11.32830 9.43821 -0.147
C 11.07836 -6.01977 3.76130 -0.899
O 12.25870 -5.65738 4.48856 -0.426
C 12.04469 -5.27230 5.76869 0.635
C 10.85396 -5.22200 6.44096 -0.506
C 10.79044 -4.86250 7.78570 -0.844
C 11.94325 -4.44699 8.45399 -0.606
C 13.13488 -4.48305 7.79391 -0.323
C 13.18774 -4.88472 6.46903 0.290
N 14.40015 -4.74440 5.72117 0.061
C 15.54731 -5.41182 5.68019 -0.525
C 15.90647 -6.65029 6.15754 0.412
C 17.30170 -7.08977 5.89521 -0.579
C 17.66806 -8.36738 6.05401 -0.992
C 16.68250 -9.35643 6.47343 -0.309
C 15.43732 -9.03643 6.84087 -0.183
C 14.96435 -7.67936 6.61151 0.931
O 13.77598 -7.38464 6.82350 -0.500
H 10.36050 -5.19687 3.61809 0.348
H 10.63144 -6.88015 4.26630 0.349
H 11.43480 -6.32557 2.76830 0.257
H 9.97837 -5.54148 5.94037 0.427
H 9.88758 -4.97957 8.38090 0.366
H 11.88782 -4.15109 9.49830 0.351
H 14.11295 -4.26325 8.20120 0.403
H 14.55962 -3.80135 5.41117 0.253
H 16.36312 -4.84655 5.26572 0.345
H 18.14008 -6.36572 5.83983 0.227
H 18.70999 -8.69034 6.06019 0.346
H 16.88254 -10.41799 6.65705 0.270
H 14.80307 -9.73902 7.31938 0.312
```

Net charge: -1
Total energy (a.u.): -6379.49979



Entry 3:
Formula: C35H53ClF2N3O11S
Source: OMol25
Level of theory: ωB97M-V/def2-TZVPD

The geometry in XYZ format:
```
106
Properties=species:S:1:pos:R:3:mulliken_charge:R:1
C 5.73411 0.63357 -0.86894 -0.003
C 5.00965 1.47076 -1.39956 -0.489
C 3.94741 2.46196 -1.94824 -0.934
C 2.49721 2.29033 -1.24190 0.269
C 2.12346 0.74251 -1.36629 -0.717
C 0.57736 0.39573 -1.47690 2.664
C 0.45264 -0.45854 -2.82075 -2.059
C 1.07280 -1.89902 -2.78827 0.125
O 0.37901 -2.91015 -2.79461 -0.582
O 2.47833 -2.11519 -2.79919 -0.451
C -0.46884 1.59044 -1.81394 -1.348
Cl -0.70375 2.22977 -3.49862 -0.103
N -1.16656 2.04213 -0.80787 1.445
C -2.17927 3.09282 -1.05501 -0.706
C -3.51037 2.43247 -1.70716 -0.877
C -0.77631 1.29261 0.44390 0.327
C 0.16696 2.13543 1.41119 1.366
C 0.14149 3.71367 1.24048 -0.329
C -0.92085 4.44286 2.20284 0.018
N -1.82071 5.41403 1.61157 -0.557
O -0.97585 4.24647 3.40950 -0.501
C -2.17616 1.24693 1.23666 -1.094
S -2.19236 0.18372 2.74293 -0.014
C -2.11424 1.20512 4.28040 -0.389
C -0.69940 1.06526 5.01295 -0.747
C -0.21679 -0.10653 -0.15192 0.135
C 0.58121 -0.89805 0.95384 -0.511
C 1.42377 -2.15719 0.43175 -0.151
C 1.71394 -3.06665 1.73837 -0.922
C 2.49471 -2.31113 2.85267 -0.377
C 2.81075 -1.73760 3.89229 -0.151
O -1.41635 -0.64576 -0.74827 -0.439
C -1.85198 -1.90596 -0.21347 0.676
C -3.34362 -2.12879 -0.78689 -1.139
N -4.30404 -1.55086 0.18950 0.011
C -4.61072 -2.47697 1.31112 -0.803
C -6.04338 -3.17416 1.23164 0.255
C -5.96116 -4.50388 2.11224 -1.280
O -6.38191 -3.55002 -0.11881 -0.539
H 6.15554 -0.22157 -0.26974 0.356
H 3.74094 2.34671 -3.06488 0.388
H 4.26297 3.53040 -1.72863 0.491
H 2.66780 2.64113 -0.17032 -0.231
H 1.81891 3.00613 -1.79345 0.246
H 2.60619 0.21709 -0.47515 -0.352
H 2.69449 0.34413 -2.27059 0.861
H 1.03567 0.11387 -3.62079 0.802
H -0.62325 -0.56382 -3.16006 0.405
H 2.72631 -2.71525 -2.06748 0.445
H -2.55212 3.60107 -0.10710 -0.203
H -1.79746 3.95771 -1.69403 0.702
H -4.41592 2.89774 -1.19176 0.388
H -3.52034 1.31098 -1.58396 0.176
H -3.57339 2.76360 -2.78756 0.306
H 1.23817 1.81390 1.17450 -1.421
H 0.02671 1.91618 2.51331 -0.404
H 1.15510 4.08896 1.61713 0.213
H 0.05847 4.09217 0.17846 0.421
H -1.68604 5.49544 0.59744 0.326
H -2.80833 5.17265 1.74685 0.303
H -2.49248 2.28699 1.59204 0.618
H -3.00962 0.89002 0.54662 0.123
H -2.44528 2.28531 4.14160 0.264
H -2.88110 0.75585 4.99872 0.411
H 0.14519 0.76383 4.31067 0.039
H -0.75042 0.23420 5.79248 0.334
H -0.42563 2.01781 5.55573 0.261
H 1.34603 -0.26226 1.51662 -0.208
H -0.08331 -1.32202 1.77901 0.998
H 2.44728 -1.86901 0.03709 0.208
H 0.86483 -2.83246 -0.27685 0.272
H 2.29305 -3.99733 1.43913 0.479
H 0.68937 -3.44224 2.06754 0.333
H 3.06223 -1.32497 4.90862 0.371
H -1.96057 -1.94971 0.90917 0.136
H -1.26582 -2.80788 -0.60294 0.047
H -3.55991 -3.24774 -0.88656 0.275
H -3.47645 -1.61187 -1.78980 0.327
H -5.18960 -1.28774 -0.25537 0.305
H -4.50792 -1.88735 2.28599 0.294
H -3.80765 -3.28958 1.36996 0.277
H -6.80274 -2.49647 1.73197 0.326
H -5.56518 -5.33449 1.44604 0.333
H -5.23459 -4.41170 2.98262 0.294
H -6.97840 -4.81175 2.49150 0.350
H -7.00490 -2.86315 -0.42746 0.351
C 5.81457 3.25052 2.65775 -0.563
C 4.54725 3.95077 3.04059 0.286
O 3.56900 3.28877 2.25913 -0.181
C 4.04098 2.02149 2.07973 0.330
O 3.37285 1.10587 1.70401 -0.329
O 5.35911 1.92786 2.38664 -0.325
F 4.58035 5.25373 2.67861 -0.294
H 6.27151 3.66862 1.75714 0.306
H 6.55230 3.25558 3.45986 0.301
H 4.28878 3.86843 4.09953 0.317
C 1.50002 -4.03211 -5.49087 -0.052
C 1.94205 -3.38299 -6.76669 0.372
O 2.79970 -4.34795 -7.33810 -0.307
C 2.34056 -5.55636 -6.89448 0.541
O 2.64078 -6.60238 -7.37220 -0.495
O 1.48885 -5.41106 -5.83929 -0.348
F 2.66002 -2.25799 -6.51878 -0.284
H 2.20351 -3.87057 -4.67100 0.111
H 0.51163 -3.69964 -5.17500 0.189
H 1.12913 -3.15625 -7.46208 0.308
```

Net charge: +1
Total energy (a.u.): -3414.96053